(1)
ORCA calculation (ωB97M-V/def2-TZVPD) on a structure of composition C28H34AsPSi2Te4W in a non-equilibrium geometry.

Total charge: +2
E_HOMO (spin up / spin down) (eV): -13.14 / -13.14
LUMO (spin up / spin down) (Ha): -0.271 / -0.271
HOMO-LUMO gap (spin up / spin down) (Ha): 0.2118 / 0.2119
E (hartree): -5382.2056

Positions of all 71 atoms, in Å:
W (0.83, 1.98, 0.92)
C (3.94, -1.97, 4.54)
C (3.04, -0.99, 4.94)
C (2.10, -0.52, 4.03)
C (2.07, -1.06, 2.74)
C (2.99, -2.03, 2.36)
C (3.93, -2.48, 3.27)
P (0.73, -0.48, 1.63)
C (0.59, -1.61, 0.25)
C (-0.56, -2.34, 0.10)
C (-0.64, -3.42, -0.81)
C (0.52, -3.78, -1.49)
C (1.59, -2.91, -1.47)
C (1.64, -1.80, -0.63)
C (-0.78, -0.55, 2.59)
C (-1.27, -1.70, 3.22)
C (-2.61, -1.75, 3.71)
C (-3.44, -0.69, 3.52)
C (-3.00, 0.47, 2.88)
C (-3.88, 1.52, 2.61)
C (-3.44, 2.70, 2.17)
C (-2.07, 2.87, 1.78)
C (-1.18, 1.78, 1.82)
C (-1.62, 0.58, 2.42)
H (4.61, -2.37, 5.31)
H (2.99, -0.80, 6.00)
H (1.33, 0.16, 4.37)
H (3.02, -2.39, 1.37)
H (4.49, -3.38, 3.02)
H (-1.41, -2.19, 0.76)
H (-1.54, -4.01, -0.91)
H (0.49, -4.66, -2.09)
H (2.45, -3.15, -2.02)
H (2.47, -1.13, -0.74)
H (-0.64, -2.58, 3.42)
H (-2.89, -2.65, 4.24)
H (-4.50, -0.82, 3.76)
H (-4.90, 1.41, 2.90)
H (-4.15, 3.52, 2.17)
H (-1.68, 3.84, 1.52)
Te (0.11, 3.62, -1.16)
Te (0.93, 3.40, 3.05)
Te (2.90, 3.85, 1.40)
Te (3.48, 1.38, 0.84)
C (-2.25, -0.83, -3.24)
Si (-2.07, 0.84, -2.33)
C (-2.54, 2.35, -3.33)
C (-3.31, 0.88, -0.75)
As (0.19, 1.15, -1.59)
Si (1.91, 1.06, -3.44)
C (3.11, 2.38, -3.10)
C (2.68, -0.61, -3.79)
C (0.74, 1.61, -4.75)
H (-3.27, -0.75, -3.68)
H (-2.25, -1.69, -2.54)
H (-1.49, -1.05, -3.99)
H (-3.60, 2.29, -3.45)
H (-2.12, 2.51, -4.33)
H (-2.39, 3.25, -2.78)
H (-4.29, 0.47, -0.99)
H (-3.50, 1.90, -0.45)
H (-2.88, 0.29, 0.07)
H (3.23, 2.70, -2.09)
H (2.78, 3.36, -3.51)
H (4.17, 2.25, -3.37)
H (1.93, -1.36, -4.00)
H (3.49, -0.87, -3.14)
H (3.21, -0.33, -4.74)
H (0.23, 2.47, -4.32)
H (-0.05, 0.93, -5.08)
H (1.30, 1.97, -5.61)

Here are the Mulliken charges for atoms 1 to 8, given in e:
1 W 0.357
2 C -0.424
3 C -0.858
4 C -0.784
5 C 0.476
6 C 0.101
7 C -0.827
8 P 1.139


(2)
ORCA calculation (ωB97M-V/def2-TZVPD) on a structure of composition C34H28N6STi.

Total charge: +2
E_HOMO (eV): -13.75
LUMO (Ha): -0.233
HOMO-LUMO gap (Ha): 0.2723
E (hartree): -2888.2458
Energy above the lowest of the compared OMol25 structures with the same formula, charge and spin (kcal/mol): 45.97

Positions of all 70 atoms, in Å:
Ti (-0.33, 0.33, 0.25)
C (0.86, -2.60, -1.02)
N (-0.45, -1.95, -1.01)
C (-0.88, -1.49, -2.34)
C (-0.03, -0.31, -2.67)
N (0.50, 0.43, -1.72)
C (1.22, 1.45, -2.38)
C (2.00, 2.49, -1.87)
C (2.59, 3.33, -2.79)
C (2.44, 3.15, -4.17)
C (1.69, 2.10, -4.68)
C (1.09, 1.26, -3.75)
N (0.30, 0.13, -3.89)
C (1.79, -1.96, -0.05)
N (1.59, -0.80, 0.54)
C (2.76, -0.57, 1.32)
C (3.15, 0.50, 2.13)
C (4.38, 0.42, 2.76)
C (5.22, -0.69, 2.59)
C (4.86, -1.74, 1.78)
C (3.62, -1.65, 1.16)
N (2.97, -2.51, 0.28)
H (1.30, -2.55, -2.02)
H (0.77, -3.66, -0.78)
H (-1.14, -2.59, -0.64)
H (-1.92, -1.18, -2.29)
H (-0.79, -2.25, -3.11)
H (2.13, 2.63, -0.81)
H (3.20, 4.16, -2.43)
H (2.93, 3.83, -4.85)
H (1.58, 1.95, -5.75)
H (0.02, -0.30, -4.76)
H (2.52, 1.37, 2.29)
H (4.70, 1.23, 3.40)
H (6.18, -0.71, 3.09)
H (5.51, -2.60, 1.63)
H (3.32, -3.39, -0.05)
C (-1.91, 2.53, 2.06)
C (-1.43, 1.40, 2.73)
C (-0.10, 1.14, 2.34)
C (0.25, 2.14, 1.36)
C (-0.89, 2.99, 1.23)
H (-2.90, 2.96, 2.16)
H (-1.99, 0.81, 3.44)
H (0.59, 0.52, 2.89)
H (1.26, 2.47, 1.14)
H (-0.95, 3.85, 0.58)
S (-4.34, -1.54, 0.99)
C (-3.22, -2.47, 1.95)
C (-3.47, -3.58, 2.75)
C (-2.40, -4.14, 3.42)
C (-1.12, -3.60, 3.31)
C (-0.87, -2.49, 2.51)
C (-1.94, -1.93, 1.83)
N (-1.90, -0.81, 0.98)
C (-3.08, -0.50, 0.50)
C (-3.19, 0.64, -0.41)
C (-4.40, 1.17, -0.82)
C (-4.40, 2.27, -1.67)
C (-3.19, 2.79, -2.10)
C (-1.98, 2.25, -1.67)
C (-1.95, 1.18, -0.78)
H (-4.47, -3.99, 2.84)
H (-2.57, -5.00, 4.06)
H (-0.30, -4.05, 3.86)
H (0.12, -2.06, 2.44)
H (-5.34, 0.74, -0.48)
H (-5.33, 2.70, -2.00)
H (-3.18, 3.64, -2.78)
H (-1.06, 2.71, -2.01)

Here are the Mulliken charges for atoms 1 to 8, given in e:
1 Ti -0.755
2 C -1.447
3 N 0.091
4 C -1.712
5 C 0.295
6 N 1.004
7 C -0.238
8 C -0.447


(3)
ORCA calculation (ωB97M-V/def2-TZVPD) on the molecule C3H9NO in a non-equilibrium geometry.

E_HOMO (eV): -8.99
LUMO (Ha): 0.030
HOMO-LUMO gap (Ha): 0.3604
E (hartree): -249.6650
SMILES: C[C@@H](O)CN
Energy above the lowest of the compared OMol25 structures with the same formula, charge and spin (kcal/mol): 30.56

Positions of all 14 atoms, in Å:
C (-1.08, 1.02, -0.31)
C (-0.60, -0.24, 0.35)
C (0.90, -0.21, 0.62)
H (-2.25, 1.03, -0.31)
H (-0.77, 1.88, 0.28)
H (-0.62, 1.06, -1.30)
H (-1.16, -0.24, 1.34)
H (-1.85, -1.61, -0.32)
H (1.27, 0.52, 1.43)
H (1.21, -1.20, 0.98)
H (2.66, 0.04, -0.49)
H (1.45, -0.67, -1.28)
N (1.64, 0.05, -0.59)
O (-0.79, -1.43, -0.39)

Here are the Mulliken charges for atoms 1 to 8, given in e:
1 C -1.150
2 C 0.204
3 C -0.546
4 H 0.312
5 H 0.305
6 H 0.329
7 H 0.255
8 H 0.343


(4)
ORCA calculation (ωB97M-V/def2-TZVPD) on the molecule C5H13NS in a non-equilibrium geometry.

E_HOMO (eV): -8.63
LUMO (Ha): 0.037
HOMO-LUMO gap (Ha): 0.3541
E (hartree): -651.2111
SMILES: CNCCCCS
Energy above the lowest of the compared OMol25 structures with the same formula, charge and spin (kcal/mol): 20.62

Positions of all 20 atoms, in Å:
C (-0.57, -0.09, -0.05)
C (-0.42, -1.52, 0.47)
C (-1.03, -1.79, 1.83)
S (-2.85, -1.42, 1.75)
C (0.79, 0.40, -0.59)
N (0.59, 1.68, -1.29)
C (1.72, 2.64, -1.24)
H (-0.97, 0.52, 0.75)
H (-1.24, 0.07, -0.88)
H (0.65, -1.77, 0.50)
H (-0.79, -2.33, -0.18)
H (-0.96, -2.83, 2.13)
H (-0.70, -1.14, 2.63)
H (-3.17, -2.55, 1.11)
H (1.58, 0.52, 0.14)
H (1.03, -0.39, -1.31)
H (0.34, 1.46, -2.24)
H (2.32, 2.42, -0.35)
H (1.25, 3.60, -1.10)
H (2.43, 2.52, -2.06)

Here are the Mulliken charges for atoms 1 to 8, given in e:
1 C -0.496
2 C -0.437
3 C -0.952
4 S -0.222
5 C -0.716
6 N -0.349
7 C -0.779
8 H 0.377


(5)
ORCA calculation (ωB97M-V/def2-TZVPD) on a structure of composition C33H70BrNNbO8S in a non-equilibrium geometry.

Total charge: -1
E_HOMO (eV): -4.34
LUMO (Ha): 0.066
HOMO-LUMO gap (Ha): 0.2256
E (hartree): -4984.8486

Positions of all 115 atoms, in Å:
N (5.38, 3.32, -5.45)
Nb (4.23, 2.32, -6.97)
C (2.43, 2.10, -5.51)
C (1.18, 1.51, -6.43)
C (-0.30, 2.07, -5.91)
S (-0.97, 1.12, -4.44)
C (4.93, 0.24, -6.37)
C (6.08, 0.19, -5.20)
O (7.33, 0.57, -5.49)
Br (5.73, -0.47, -3.31)
H (6.38, 3.00, -5.48)
H (5.42, 4.34, -5.69)
H (5.58, 2.56, -8.17)
H (3.51, 3.92, -7.46)
H (3.28, 1.52, -8.33)
H (2.75, 1.38, -4.63)
H (2.21, 3.18, -5.08)
H (1.21, 0.36, -6.59)
H (1.32, 2.00, -7.51)
H (-1.06, 1.93, -6.82)
H (-0.20, 3.23, -5.65)
H (-2.20, 0.47, -4.80)
H (3.99, -0.42, -6.11)
H (5.40, -0.26, -7.35)
C (3.70, -5.56, -4.32)
C (4.90, -4.68, -4.54)
C (4.53, -3.96, -5.82)
O (3.10, -3.83, -5.83)
C (2.57, -4.67, -4.80)
H (3.57, -5.88, -3.28)
H (3.76, -6.45, -4.95)
H (5.00, -3.97, -3.72)
H (5.84, -5.24, -4.63)
H (4.83, -4.53, -6.70)
H (4.99, -2.96, -5.88)
H (2.21, -4.02, -3.99)
H (1.72, -5.24, -5.19)
C (-1.93, 1.47, 0.67)
C (-3.43, 1.51, 0.70)
C (-3.78, 1.34, -0.76)
O (-2.74, 0.55, -1.35)
C (-1.65, 0.46, -0.42)
H (-1.48, 1.20, 1.63)
H (-1.54, 2.46, 0.37)
H (-3.81, 0.66, 1.27)
H (-3.84, 2.43, 1.13)
H (-3.80, 2.31, -1.28)
H (-4.74, 0.85, -0.91)
H (-1.64, -0.56, -0.01)
H (-0.71, 0.64, -0.93)
C (0.85, -0.51, 4.68)
C (2.06, 0.37, 4.46)
C (1.69, 1.10, 3.18)
O (0.26, 1.22, 3.17)
C (-0.28, 0.38, 4.21)
H (0.73, -0.83, 5.72)
H (0.92, -1.40, 4.05)
H (2.15, 1.09, 5.28)
H (2.99, -0.19, 4.38)
H (1.98, 0.52, 2.30)
H (2.14, 2.09, 3.12)
H (-0.64, 1.03, 5.01)
H (-1.13, -0.19, 3.82)
C (-8.50, -1.25, -1.22)
C (-7.82, -2.53, -0.79)
C (-6.44, -2.03, -0.39)
O (-6.61, -0.69, 0.10)
C (-7.94, -0.25, -0.23)
H (-9.59, -1.31, -1.18)
H (-8.20, -0.99, -2.24)
H (-8.33, -2.95, 0.08)
H (-7.78, -3.29, -1.58)
H (-5.77, -1.99, -1.25)
H (-5.98, -2.65, 0.38)
H (-8.52, -0.23, 0.69)
H (-7.89, 0.76, -0.65)
C (-4.65, -2.07, 4.24)
C (-3.96, -3.34, 4.66)
C (-2.59, -2.84, 5.06)
O (-2.76, -1.51, 5.55)
C (-4.08, -1.06, 5.22)
H (-5.74, -2.12, 4.27)
H (-4.35, -1.80, 3.21)
H (-4.48, -3.77, 5.53)
H (-3.93, -4.10, 3.87)
H (-1.92, -2.80, 4.20)
H (-2.13, -3.46, 5.83)
H (-4.67, -1.04, 6.14)
H (-4.04, -0.05, 4.80)
C (1.18, -0.55, 10.35)
C (-0.33, -0.51, 10.38)
C (-0.67, -0.68, 8.92)
O (0.37, -1.47, 8.33)
C (1.45, -1.56, 9.27)
H (1.63, -0.82, 11.31)
H (1.57, 0.43, 10.06)
H (-0.71, -1.36, 10.96)
H (-0.74, 0.41, 10.81)
H (-0.69, 0.29, 8.40)
H (-1.64, -1.17, 8.77)
H (1.46, -2.58, 9.67)
H (2.40, -1.38, 8.75)
C (4.00, 4.99, -1.45)
C (2.81, 4.13, -1.10)
C (1.78, 4.59, -2.12)
O (2.51, 4.99, -3.29)
C (3.90, 5.07, -2.96)
H (4.95, 4.57, -1.11)
H (3.89, 5.98, -1.02)
H (3.05, 3.08, -1.27)
H (2.47, 4.25, -0.07)
H (1.23, 5.47, -1.76)
H (1.07, 3.81, -2.38)
H (4.40, 4.22, -3.44)
H (4.33, 5.99, -3.36)

Here are the Mulliken charges for atoms 1 to 8, given in e:
1 N -0.788
2 Nb -0.622
3 C -0.597
4 C -0.134
5 C -0.603
6 S -0.181
7 C -0.330
8 C 0.445


(6)
ORCA calculation (ωB97M-V/def2-TZVPD) on a structure of composition C19H14Cl2N6O5PdS.

E_HOMO (eV): -7.80
LUMO (Ha): -0.022
HOMO-LUMO gap (Ha): 0.2645
E (hartree): -2883.6208
Energy above the lowest of the compared OMol25 structures with the same formula, charge and spin (kcal/mol): 0.00

Positions of all 48 atoms, in Å:
Pd (0.03, 0.42, -0.11)
C (1.79, -1.30, 5.08)
C (2.40, -0.90, 3.80)
N (3.59, -1.20, 3.39)
N (3.66, -0.66, 2.14)
C (2.55, -0.02, 1.77)
S (2.30, 0.75, 0.28)
N (1.74, -0.15, 2.85)
N (0.45, 0.37, 2.92)
H (2.50, -1.90, 5.64)
H (0.88, -1.88, 4.91)
H (1.52, -0.42, 5.68)
H (4.47, -0.80, 1.57)
H (0.32, 0.85, 3.79)
H (-0.20, -0.39, 2.74)
Cl (-1.15, 5.26, 0.09)
C (-2.16, 3.91, -0.28)
C (-3.52, 4.13, -0.56)
C (-4.36, 3.09, -0.85)
Cl (-6.03, 3.41, -1.19)
C (-3.87, 1.77, -0.88)
C (-4.64, 0.61, -1.18)
C (-4.04, -0.62, -1.18)
C (-2.67, -0.73, -0.88)
N (-1.95, 0.33, -0.61)
C (-2.51, 1.57, -0.60)
C (-1.61, 2.64, -0.29)
O (-0.35, 2.38, -0.05)
H (-3.90, 5.14, -0.53)
H (-5.69, 0.72, -1.40)
H (-4.61, -1.51, -1.40)
H (-2.16, -1.68, -0.88)
O (0.30, -1.57, -0.33)
C (0.13, -2.37, 0.65)
O (-0.28, -2.09, 1.78)
C (0.45, -3.81, 0.33)
C (0.09, -4.80, 1.24)
C (0.38, -6.13, 0.97)
C (1.03, -6.44, -0.21)
C (1.40, -5.47, -1.13)
C (1.10, -4.15, -0.85)
N (1.35, -7.85, -0.50)
O (1.93, -8.10, -1.53)
O (0.99, -8.68, 0.31)
H (-0.41, -4.52, 2.15)
H (0.11, -6.92, 1.66)
H (1.91, -5.76, -2.03)
H (1.37, -3.37, -1.54)

Here are the Mulliken charges for atoms 1 to 8, given in e:
1 Pd 0.681
2 C -1.238
3 C 1.035
4 N -0.807
5 N 0.223
6 C 0.335
7 S -0.344
8 N 0.491


(7)
ORCA calculation (ωB97M-V/def2-TZVPD) on a structure of composition C24H37N4O4PRu.

Total charge: +1
E_HOMO (spin up / spin down) (eV): -9.85 / -10.26
LUMO (spin up / spin down) (Ha): -0.099 / -0.135
HOMO-LUMO gap (spin up / spin down) (Ha): 0.2626 / 0.2423
E (hartree): -1892.7305
Energy above the lowest of the compared OMol25 structures with the same formula, charge and spin (kcal/mol): 0.00
2S+1: 6

Positions of all 71 atoms, in Å:
Ru (0.15, -0.27, -0.15)
C (-1.97, -1.08, 1.14)
C (-1.40, -0.28, 2.16)
C (-0.10, -0.77, 2.42)
C (0.13, -1.90, 1.58)
C (-1.03, -2.10, 0.78)
C (-1.37, -3.28, -0.08)
C (1.29, -2.85, 1.75)
C (0.86, -0.18, 3.41)
C (-2.08, 0.82, 2.91)
C (-3.34, -0.92, 0.57)
H (-2.39, -3.63, 0.14)
H (-0.71, -4.13, 0.14)
H (-1.32, -3.06, -1.15)
H (1.71, -2.75, 2.75)
H (2.10, -2.67, 1.04)
H (0.95, -3.88, 1.66)
H (0.56, -0.44, 4.43)
H (0.87, 0.90, 3.33)
H (1.87, -0.54, 3.26)
H (-1.36, 1.54, 3.30)
H (-2.63, 0.40, 3.75)
H (-2.78, 1.36, 2.27)
H (-3.39, -1.29, -0.46)
H (-3.64, 0.13, 0.58)
H (-4.07, -1.48, 1.16)
C (0.10, -0.26, -4.76)
C (-0.34, 0.17, -3.39)
O (0.63, 0.46, -2.50)
C (-1.64, 0.36, -3.07)
C (-2.06, 1.17, -1.94)
C (-3.21, 2.12, -2.12)
N (-1.35, 1.17, -0.87)
N (-1.53, 2.21, 0.04)
C (-0.45, 2.37, 0.75)
O (0.61, 1.61, 0.68)
C (-0.39, 3.51, 1.72)
C (-1.48, 4.36, 1.88)
C (-1.42, 5.39, 2.80)
C (-0.27, 5.58, 3.56)
C (0.81, 4.74, 3.40)
C (0.75, 3.70, 2.47)
H (0.94, -0.95, -4.70)
H (0.40, 0.62, -5.33)
H (-0.72, -0.74, -5.28)
H (-2.37, 0.14, -3.83)
H (-3.78, 1.87, -3.01)
H (-2.84, 3.14, -2.21)
H (-3.86, 2.10, -1.24)
H (-2.37, 4.21, 1.28)
H (-2.27, 6.05, 2.93)
H (-0.23, 6.39, 4.28)
H (1.71, 4.88, 3.98)
H (1.60, 3.04, 2.33)
N (3.31, 0.24, -2.80)
C (3.54, -0.74, -1.72)
P (2.45, -2.15, -2.10)
O (2.43, -2.35, -3.57)
O (1.16, -2.09, -1.28)
C (3.24, -3.67, -1.36)
N (2.07, -4.51, -0.94)
H (1.57, 0.44, -2.86)
H (3.56, -0.17, -3.69)
H (3.86, 1.08, -2.67)
H (3.29, -0.31, -0.76)
H (4.58, -1.09, -1.67)
H (3.88, -3.48, -0.50)
H (3.80, -4.21, -2.13)
H (2.21, -4.95, -0.03)
H (1.28, -3.84, -0.87)
H (1.85, -5.23, -1.62)

Here are the Mulliken charges for atoms 1 to 8, given in e:
1 Ru 0.600
2 C 0.956
3 C 1.079
4 C 0.951
5 C 0.746
6 C 0.140
7 C -2.001
8 C -1.479


(8)
ORCA calculation (ωB97M-V/def2-TZVPD) on a cluster of 2 separate species, C4H9F3N2 in total in a non-equilibrium geometry.

E_HOMO (eV): -8.29
LUMO (Ha): 0.025
HOMO-LUMO gap (Ha): 0.3299
E (hartree): -566.8148
Energy above the lowest of the compared OMol25 structures with the same formula, charge and spin (kcal/mol): 46.12

Positions of all 18 atoms, in Å:
C (-1.10, 2.02, -1.15)
C (2.63, -2.72, 0.04)
C (-1.34, 1.11, 0.07)
C (-1.42, 1.88, 1.34)
N (1.32, -2.78, -0.61)
N (0.62, -1.90, -1.09)
F (-1.49, 1.18, 2.54)
F (-0.29, 2.59, 1.39)
F (-2.36, 2.78, 1.24)
H (-2.09, 2.51, -1.50)
H (-0.76, 1.45, -1.94)
H (-0.33, 2.77, -0.86)
H (2.31, -2.08, 1.01)
H (2.90, -3.76, 0.36)
H (3.32, -2.15, -0.59)
H (-0.50, 0.38, 0.22)
H (0.78, -3.74, -0.33)
H (-2.20, 0.46, -0.15)

Here are the Mulliken charges for atoms 1 to 8, given in e:
1 C -1.056
2 C -0.621
3 C -0.287
4 C 0.789
5 N 0.178
6 N -0.606
7 F -0.274
8 F -0.270


> Which formula does entry 5 have?

C33H70BrNNbO8S